[1]
{"formula": "C20H31N3O3S", "method": "wB97M-V/def2-TZVPD", "mol_weight_da": 393.55, "smiles": "Cc1ccc(CNC(=O)[C@H]2CCCN(S(=O)(=O)N3CCC(C)CC3)C2)cc1", "relative_energy_kcal_mol": 24.3, "spin_multiplicity": 1, "lumo_energy_ev": 0.79, "species": ["C", "C", "C", "C", "C", "C", "C", "H", "H", "C", "N", "C", "O", "C", "C", "C", "C", "N", "S", "O", "O", "N", "C", "C", "H", "H", "C", "C", "H", "H", "H", "C", "C", "H", "H", "H", "H", "H", "H", "H", "C", "H", "H", "H", "H", "H", "H", "H", "H", "H", "H", "H", "H", "H", "H", "H", "H", "H"], "xyz": [[-8.44596, -0.93784, 0.27270], [-7.14627, -0.19225, 0.26335], [-6.88812, 0.81911, 1.17705], [-5.68189, 1.49893, 1.16166], [-4.70956, 1.18705, 0.22430], [-4.96294, 0.17176, -0.69177], [-6.16406, -0.50798, -0.67054], [-6.35026, -1.29209, -1.39059], [-4.21016, -0.07431, -1.42645], [-3.38375, 1.90178, 0.19457], [-2.28764, 0.98360, 0.43426], [-1.44412, 0.58343, -0.54003], [-1.46851, 1.03820, -1.66583], [-0.47917, -0.51180, -0.10576], [-1.10034, -1.87540, -0.44179], [-0.11288, -2.99006, -0.10579], [1.18854, -2.77088, -0.87497], [1.75573, -1.46541, -0.60360], [2.57560, -1.32795, 0.84077], [1.75101, -0.82124, 1.90034], [3.26841, -2.56081, 1.07149], [3.62476, -0.10987, 0.40273], [4.60832, -0.55622, -0.56196], [5.33696, 0.65170, -1.14260], [6.08440, 0.31114, -1.86063], [4.61558, 1.28104, -1.66605], [6.00022, 1.46363, -0.02819], [6.69851, 2.69964, -0.58716], [7.17771, 3.26158, 0.21106], [7.45853, 2.41412, -1.31058], [5.98108, 3.35024, -1.08202], [4.93244, 1.84743, 0.99833], [4.22377, 0.59991, 1.51680], [3.41475, 0.85364, 2.20234], [4.94048, -0.04722, 2.04527], [5.38468, 2.37934, 1.83669], [4.19882, 2.50340, 0.52721], [6.74621, 0.83095, 0.46633], [4.06562, -1.10175, -1.33465], [5.32244, -1.24443, -0.08676], [0.85309, -0.36295, -0.84790], [1.37017, 0.54005, -0.52198], [0.66263, -0.29552, -1.92330], [1.94227, -3.50286, -0.58416], [1.01207, -2.83807, -1.95354], [-0.53470, -3.96309, -0.36212], [0.11067, -2.97476, 0.96309], [-2.03054, -2.01020, 0.11575], [-1.33710, -1.90306, -1.50886], [-0.28540, -0.45487, 0.96824], [-2.25481, 0.52946, 1.33319], [-3.35997, 2.70006, 0.94243], [-3.20505, 2.32998, -0.79626], [-5.50086, 2.28418, 1.88219], [-7.63682, 1.07940, 1.91175], [-9.13388, -0.51432, 0.99995], [-8.27912, -1.98527, 0.52297], [-8.91161, -0.90230, -0.71102]], "forces_ev_per_angstrom": [[0.02, -0.03, -0.01], [-0.02, 0.08, 0.08], [-0.10, -0.11, -0.05], [0.16, 0.04, -0.11], [-0.03, 0.12, 0.11], [-0.03, 0.01, 0.01], [0.05, 0.05, 0.02], [-0.02, -0.09, -0.09], [0.10, -0.04, -0.11], [-0.02, 0.03, -0.13], [-0.22, 0.21, 0.38], [0.42, -0.30, 0.49], [0.01, 0.07, -0.49], [-0.12, 0.02, -0.41], [0.07, -0.06, 0.27], [0.00, 0.09, -0.28], [-0.03, -0.66, 0.24], [0.65, 0.04, 0.82], [0.25, 0.27, -0.50], [0.01, 0.21, 0.02], [0.02, -0.16, -0.17], [-0.70, -0.55, 0.17], [0.33, -0.16, -0.64], [0.06, -0.21, 0.37], [0.00, 0.00, -0.06], [-0.03, 0.07, -0.10], [-0.15, 0.33, -0.22], [-0.03, -0.30, 0.16], [0.07, 0.12, 0.05], [0.10, 0.03, -0.10], [-0.09, 0.11, -0.08], [0.15, -0.44, 0.00], [-0.12, 0.39, 0.58], [0.18, 0.06, 0.07], [-0.02, 0.06, 0.01], [-0.02, 0.04, 0.03], [-0.05, 0.10, -0.01], [-0.01, -0.04, 0.02], [0.21, 0.00, -0.06], [-0.02, 0.04, -0.06], [-0.39, 0.65, 0.04], [-0.14, 0.13, -0.21], [0.06, 0.02, 0.10], [-0.13, -0.10, -0.21], [0.06, 0.02, 0.04], [0.02, -0.04, 0.05], [-0.05, -0.11, 0.05], [-0.03, 0.01, -0.07], [-0.07, 0.01, -0.04], [-0.12, 0.03, -0.09], [0.10, -0.04, -0.10], [-0.03, -0.03, -0.12], [-0.01, 0.04, 0.19], [0.04, 0.09, 0.07], [-0.09, 0.01, 0.06], [-0.08, -0.01, 0.03], [-0.07, -0.07, 0.02], [-0.09, -0.03, -0.03]], "lowdin_charge": [-0.05, -0.29, -0.05, -0.04, -0.22, -0.03, -0.04, 0.11, 0.11, -0.13, 0.08, -0.48, 0.07, -0.22, -0.14, -0.16, -0.19, -0.23, 0.64, -0.27, -0.26, -0.24, -0.21, -0.15, 0.12, 0.12, -0.39, -0.07, 0.08, 0.08, 0.08, -0.15, -0.20, 0.12, 0.13, 0.12, 0.12, 0.14, 0.12, 0.13, -0.15, 0.13, 0.14, 0.11, 0.13, 0.12, 0.12, 0.12, 0.13, 0.13, 0.15, 0.12, 0.13, 0.11, 0.11, 0.07, 0.08, 0.08]}

[2]
{"formula": "C20H31N3O4S", "method": "wB97M-V/def2-TZVPD", "mol_weight_da": 409.55, "smiles": "CN(C)S(=O)(=O)N1CCC(Oc2cccc(C(=O)NC3CCCCC3)c2)CC1", "relative_energy_kcal_mol": 43.7, "spin_multiplicity": 1, "lumo_energy_ev": 0.74, "species": ["C", "N", "S", "O", "O", "N", "C", "C", "H", "H", "C", "C", "C", "H", "H", "H", "H", "O", "C", "C", "C", "C", "C", "C", "H", "H", "H", "C", "O", "N", "H", "C", "C", "C", "C", "C", "C", "H", "H", "H", "H", "H", "H", "H", "H", "H", "H", "H", "H", "H", "H", "H", "C", "H", "H", "H", "H", "H", "H"], "xyz": [[-4.00887, -5.44858, 4.51336], [-3.77239, -4.03769, 4.29021], [-3.14620, -3.69675, 2.76965], [-2.13383, -4.67363, 2.49573], [-4.18786, -3.52448, 1.80205], [-2.51733, -2.19163, 3.11142], [-2.39352, -1.30266, 1.97430], [-1.17587, -1.64210, 1.11532], [-1.29253, -2.64837, 0.71052], [-1.10250, -0.93191, 0.29050], [0.09294, -1.60241, 1.97810], [-0.06661, -2.55906, 3.16263], [-1.33649, -2.22996, 3.94887], [-1.52131, -2.98505, 4.71298], [-1.23509, -1.24843, 4.42067], [-0.13666, -3.57816, 2.78384], [0.79948, -2.47466, 3.81968], [0.31396, -0.30644, 2.51951], [0.83588, 0.67891, 1.74627], [1.23304, 0.54973, 0.42189], [1.76197, 1.63783, -0.26526], [1.91862, 2.86011, 0.37554], [1.52932, 2.98782, 1.69910], [0.98565, 1.91728, 2.37733], [0.67931, 2.00734, 3.40766], [1.65432, 3.93259, 2.20712], [2.37004, 3.69990, -0.13165], [2.17409, 1.40093, -1.68300], [2.55610, 0.31359, -2.07283], [2.07365, 2.47895, -2.49308], [1.68805, 3.33642, -2.13175], [2.41891, 2.45073, -3.89819], [1.18700, 2.71166, -4.76744], [1.56219, 2.66623, -6.24560], [2.65249, 3.68811, -6.55296], [3.88032, 3.43258, -5.68423], [3.50889, 3.47962, -4.20516], [4.38651, 3.27487, -3.58907], [3.14185, 4.47839, -3.95219], [4.64917, 4.17856, -5.89510], [4.29274, 2.44953, -5.92001], [2.92641, 3.63269, -7.60813], [2.27284, 4.69418, -6.35878], [0.67950, 2.86640, -6.85617], [1.92254, 1.66602, -6.49411], [0.42303, 1.96315, -4.54897], [0.77692, 3.69600, -4.52400], [2.79827, 1.44177, -4.09058], [1.15923, -0.38246, -0.11528], [0.96572, -1.90773, 1.38447], [-3.31269, -1.40067, 1.39674], [-2.30868, -0.28140, 2.35916], [-4.90649, -3.19211, 4.58669], [-4.61035, -2.16622, 4.38495], [-5.16729, -3.30182, 5.63865], [-5.77186, -3.44290, 3.96383], [-4.90683, -5.80238, 3.99440], [-3.14340, -5.98709, 4.13658], [-4.11629, -5.62513, 5.58381]], "forces_ev_per_angstrom": [[0.13, -0.38, -0.12], [0.56, 0.24, -0.85], [-0.19, 0.36, 0.78], [0.09, -0.15, 0.14], [-0.10, 0.19, -0.08], [-0.60, -0.89, -0.15], [-0.13, 0.16, -0.66], [0.10, 0.33, 0.29], [0.06, 0.00, -0.12], [0.00, -0.06, -0.05], [0.05, -0.68, -0.32], [-0.01, 0.39, -0.09], [0.55, -0.22, 0.37], [0.17, 0.17, 0.15], [-0.08, -0.10, 0.05], [0.12, 0.05, 0.01], [0.04, -0.03, -0.01], [-0.01, 0.15, 0.15], [0.10, 0.37, -0.07], [-0.06, -0.22, 0.03], [-0.01, 0.04, 0.41], [0.01, -0.10, -0.23], [-0.07, -0.03, 0.08], [-0.03, -0.15, -0.01], [-0.03, 0.01, 0.13], [0.02, 0.06, 0.05], [0.05, 0.06, -0.05], [-0.04, 0.21, -0.05], [0.02, -0.30, 0.00], [-0.02, 0.26, -0.06], [-0.03, -0.12, 0.08], [0.00, 0.16, -0.07], [0.17, -0.36, -0.08], [-0.12, 0.33, 0.05], [0.12, -0.30, -0.10], [-0.12, 0.33, 0.04], [0.11, -0.38, -0.11], [-0.03, 0.04, 0.08], [-0.01, 0.08, 0.06], [0.07, -0.07, -0.02], [0.08, -0.05, -0.03], [-0.02, 0.09, -0.03], [-0.02, 0.08, -0.03], [0.00, -0.09, -0.04], [-0.02, -0.08, -0.06], [-0.04, 0.04, 0.07], [-0.06, 0.06, 0.05], [-0.04, 0.13, -0.01], [-0.01, -0.10, -0.02], [-0.10, 0.08, 0.10], [0.09, 0.25, -0.03], [-0.08, -0.10, -0.01], [-0.33, 0.30, 0.05], [-0.20, 0.10, 0.14], [0.03, 0.01, 0.01], [-0.04, 0.00, 0.07], [-0.02, -0.03, 0.04], [-0.07, -0.20, 0.14], [0.00, 0.02, -0.03]], "lowdin_charge": [-0.10, -0.34, 0.63, -0.27, -0.26, -0.23, -0.18, -0.09, 0.13, 0.12, -0.31, -0.10, -0.18, 0.12, 0.13, 0.11, 0.13, -0.02, -0.24, 0.05, -0.13, -0.05, -0.07, 0.00, 0.12, 0.11, 0.11, -0.44, 0.07, 0.10, 0.13, -0.32, -0.15, -0.20, -0.21, -0.20, -0.15, 0.12, 0.12, 0.11, 0.12, 0.11, 0.11, 0.11, 0.12, 0.12, 0.12, 0.15, 0.12, 0.15, 0.12, 0.13, -0.11, 0.08, 0.09, 0.09, 0.09, 0.08, 0.09]}